Record 1
DFT (ωB97M-V/def2-TZVPD) results for 2 unconnected molecules or ions with the total composition C25H33N2S at a distorted geometry.

The geometry in XYZ format:
```
61
Properties=species:S:1:pos:R:3:forces:R:3:mulliken_charge:R:1
C -1.2983 -0.5956 -2.6410 -0.50 -0.43 -0.45 -1.767
C -0.1280 0.0294 -2.0269 1.03 0.24 -1.21 0.629
C 1.2070 -0.2566 -2.3943 -0.13 -0.49 -0.03 0.830
C 2.1266 0.8313 -2.5544 0.70 0.09 0.58 0.888
C 1.6371 2.2462 -2.5061 -0.03 0.38 -0.14 -1.699
C 3.4668 0.5756 -2.8301 -0.42 0.23 0.02 -0.868
C 3.9466 -0.7302 -2.9996 -0.19 0.22 -0.07 0.635
C 5.4074 -0.9651 -3.2563 0.00 -0.24 -0.05 -1.468
C 3.0255 -1.7874 -2.9819 -0.17 -0.32 0.10 -1.040
C 1.6772 -1.5916 -2.7000 0.13 0.09 -0.38 0.950
C 0.7741 -2.7905 -2.7243 -0.06 -0.54 0.02 -1.654
H -2.1430 0.0996 -2.6694 0.22 -0.18 0.28 0.311
H -1.0927 -0.8878 -3.6843 0.11 -0.12 0.51 0.489
H -1.6297 -1.4821 -2.0861 -0.01 0.07 -0.14 0.316
H -0.3215 0.8766 -1.3798 0.12 0.15 -0.15 0.507
H 2.4649 2.9377 -2.6918 -0.18 -0.12 0.12 0.416
H 0.8848 2.4248 -3.2908 0.21 -0.07 0.27 0.334
H 1.1809 2.5079 -1.5424 0.07 -0.11 -0.11 0.294
H 4.1659 1.4139 -2.9361 -0.35 -0.31 0.03 0.397
H 5.6175 -2.0377 -3.3196 0.02 0.25 -0.06 0.376
H 5.7254 -0.4807 -4.1913 -0.14 -0.13 0.23 0.343
H 6.0242 -0.5461 -2.4525 -0.18 0.00 -0.10 0.364
H 3.3858 -2.8070 -3.2039 -0.26 0.62 0.24 0.286
H 1.3724 -3.7024 -2.8473 -0.13 0.27 0.11 0.406
H 0.1786 -2.9146 -1.8084 0.16 0.15 -0.23 0.307
H 0.0826 -2.7689 -3.5787 0.16 0.13 0.25 0.338
C -4.8512 1.2885 0.7426 -0.02 0.15 -0.03 -2.156
C -3.4865 0.8757 0.1596 -0.09 -0.15 0.21 2.339
C -3.5794 -0.6105 -0.2083 -0.05 -0.06 -0.16 -1.856
C -3.2073 1.7637 -1.0540 -0.12 -0.02 -0.06 -1.726
C -2.3416 1.0695 1.1809 -0.11 0.48 -0.25 -0.592
C -2.6947 0.4729 2.5177 -0.47 -0.25 0.27 -0.913
C -1.5771 0.6639 3.5052 0.22 0.06 -0.01 -0.797
N -0.3243 0.2413 2.8827 -0.11 0.39 0.41 0.200
C 0.8103 -0.0544 3.6368 -0.46 -0.19 0.05 0.317
C 1.8876 -0.3981 2.8280 0.42 -0.10 0.87 0.588
C 3.0794 -0.7972 3.4303 -0.08 0.06 -0.30 -0.454
C 3.1658 -0.8660 4.8273 -0.29 0.11 -0.11 -0.700
C 2.0616 -0.5273 5.6255 -0.16 0.12 -0.52 -0.604
C 0.8641 -0.1000 5.0323 0.47 -0.17 -0.17 -0.767
S 1.4646 -0.2717 1.1266 0.40 -0.16 -0.10 -0.091
C -0.1657 0.2309 1.5199 -1.27 0.37 0.09 0.036
N -1.0649 0.5474 0.6445 0.56 -0.03 0.51 0.160
H -4.8412 2.3221 1.1111 0.02 -0.13 -0.05 0.397
H -5.6210 1.2245 -0.0376 0.18 0.03 0.11 0.478
H -5.1750 0.6342 1.5592 0.09 0.10 -0.17 0.448
H -2.5816 -1.0318 -0.3462 -0.16 -0.02 0.04 0.231
H -4.0795 -1.1864 0.5840 0.09 0.16 -0.30 0.382
H -4.1485 -0.7264 -1.1399 0.03 -0.12 0.22 0.496
H -2.1876 1.6375 -1.4214 -0.15 0.09 0.04 0.122
H -3.9162 1.5152 -1.8524 0.14 0.17 0.00 0.487
H -3.3294 2.8240 -0.7998 -0.03 -0.19 -0.02 0.438
H -2.2363 2.1668 1.3234 0.10 -0.34 -0.08 0.464
H -3.5860 0.9710 2.9097 0.14 -0.15 0.00 0.419
H -2.9337 -0.5940 2.4010 0.13 0.20 0.09 0.357
H -1.5092 1.7232 3.8051 0.07 -0.32 0.01 0.320
H -1.7517 0.0511 4.3937 0.09 0.12 -0.08 0.531
H 3.9122 -1.0469 2.7759 0.03 -0.05 0.37 0.405
H 4.0947 -1.1852 5.2994 -0.26 0.08 -0.18 0.381
H 2.1215 -0.5999 6.7097 0.05 0.05 -0.26 0.394
H -0.0101 0.1734 5.6248 0.38 -0.11 -0.11 0.344
```
Positions in Å, forces in eV/Å.

- Net charge: +1
- LUMO energy: -5.06 eV
- Gap between HOMO and LUMO: 5.259 eV

***

Record 2
DFT (ωB97M-V/def2-TZVPD) results for a molecular structure, C25H34AgN4O6Te at a distorted geometry.

The geometry in XYZ format:
```
71
Properties=species:S:1:pos:R:3:forces:R:3:mulliken_charge:R:1
Ag -0.4142 0.3689 0.8858 0.10 0.00 -0.14 0.457
O -1.9659 -3.2663 0.0257 0.34 2.19 -0.60 -0.762
C -1.6199 -2.1103 -0.3792 0.55 -2.52 0.50 0.088
O -0.4438 -1.6093 -0.2627 -1.00 -0.15 0.37 -0.668
C -2.6290 -1.3785 -1.2729 0.66 -0.41 -0.97 0.316
C -2.0330 -0.0476 -1.7914 0.40 -0.23 0.00 0.090
C -2.7371 0.3110 -3.1255 0.02 -0.75 0.95 -1.337
C -4.1778 0.5628 -2.5453 -0.30 0.96 -1.66 -0.777
C -3.9897 0.5927 -1.0339 1.32 -0.97 -0.21 -0.123
O -2.5745 0.9382 -0.8973 -1.16 -0.05 -0.10 -0.533
C -3.9711 -0.9154 -0.5999 1.07 0.38 -0.19 0.042
C -3.9224 -0.9385 0.8914 -0.02 -1.11 0.75 -0.326
O -5.0374 -1.5068 1.3794 0.40 0.55 0.43 -0.591
O -2.9986 -0.5662 1.5951 -0.52 0.33 -0.42 -0.527
H -2.7590 -2.1330 -2.1491 -0.21 1.37 1.46 0.407
H -0.9157 0.0548 -1.6409 -1.34 -0.49 -0.91 0.610
H -2.2371 1.2066 -3.4316 -0.18 0.77 -0.56 0.428
H -2.7189 -0.4246 -3.9649 0.12 0.35 0.91 0.369
H -4.5287 1.5105 -2.9896 -0.11 -0.25 0.49 0.320
H -4.8940 -0.2117 -2.8611 0.28 0.18 0.17 0.358
H -4.5858 1.2548 -0.4052 -0.01 -0.04 -0.30 0.570
H -4.8026 -1.5422 -0.8998 -0.23 0.33 -0.25 0.447
N -4.5423 -1.9560 3.9940 0.42 1.00 -0.39 -0.537
C -3.9095 -3.2528 3.8029 -0.54 -2.50 -0.39 -0.831
C -2.5261 -3.3354 3.0359 -0.20 0.92 1.93 0.431
N -2.3669 -4.6929 2.5608 -0.37 -0.27 -0.86 -0.736
H -5.4771 -1.9537 4.4328 1.26 -0.10 0.07 0.244
H -4.9389 -1.5633 2.3963 0.21 0.00 -0.31 0.576
H -3.8630 -1.2673 4.3547 -1.02 -0.39 -0.01 0.244
H -4.6160 -3.8818 3.1509 0.89 0.82 0.86 0.249
H -3.8231 -3.8223 4.7578 0.03 0.29 -0.49 0.333
H -1.6645 -3.0934 3.7114 -0.81 -0.13 -0.23 0.283
H -2.5455 -2.5307 2.3161 0.26 -0.29 -0.59 -0.254
H -2.7270 -4.6942 1.6002 0.21 -0.13 0.34 0.327
H -1.3952 -4.9752 2.4494 -0.18 0.46 0.16 0.321
C 2.7017 7.1762 -2.1477 -1.71 -0.30 -1.48 -1.561
C 2.4537 5.9298 -1.3408 0.43 -1.26 -0.76 0.806
C 3.0307 5.7951 -0.0844 -0.70 1.35 -0.51 -0.891
C 2.7531 4.7744 0.7746 -1.16 -1.89 0.81 1.403
C 3.0377 4.9294 2.2379 -1.00 -0.56 -0.62 -1.854
C 1.9962 3.6610 0.3364 0.46 0.49 -1.58 -1.003
Te 1.5159 2.0608 1.6515 0.26 0.06 0.43 0.006
C 1.6679 3.6462 -1.0602 -0.38 -0.95 1.83 1.306
C 1.0959 2.3689 -1.6077 -0.36 -0.56 0.06 -1.262
C 1.8379 4.7641 -1.8525 -0.61 0.67 -0.64 -0.846
H 2.6552 8.0773 -1.5657 -0.31 0.42 0.43 0.387
H 1.9940 7.2754 -3.0478 0.77 -0.16 1.42 0.304
H 3.6709 7.1803 -2.5802 1.12 -0.20 -0.42 0.330
H 3.5178 6.6534 0.3353 0.43 0.43 0.10 0.313
H 3.6603 5.7492 2.3882 1.11 1.65 0.34 0.476
H 3.5316 4.0741 2.6580 -0.09 -0.55 0.35 0.381
H 2.0666 5.1301 2.7130 0.37 -0.31 0.27 0.333
H 0.1631 1.9912 -1.0942 1.07 0.58 -0.33 0.043
H 1.8749 1.5861 -1.5367 -0.47 0.14 0.17 0.282
H 0.8583 2.4506 -2.6548 -0.13 0.22 -0.58 0.404
H 1.3465 4.6779 -2.8585 0.82 0.54 0.82 0.200
N 4.2251 -0.7590 0.3748 -2.18 0.07 -1.03 -0.254
C 4.9329 -1.8946 0.4180 -0.71 -0.60 0.12 0.439
O 5.9923 -2.0122 0.9634 1.69 0.17 0.88 -0.616
C 4.3593 -3.1467 -0.2503 0.67 -0.05 -0.04 0.534
C 5.2602 -4.1971 -0.4157 0.84 -0.31 -0.38 -0.392
C 4.9101 -5.3411 -1.1243 -0.17 0.45 -0.09 -0.321
N 3.6683 -5.5270 -1.6254 1.27 -0.06 0.48 -0.619
C 2.8168 -4.5485 -1.3941 -1.25 -0.24 -0.25 -0.381
C 3.0947 -3.3490 -0.7281 -0.19 -0.13 -0.68 -0.069
H 4.2276 0.0325 0.9968 0.82 -0.10 0.34 0.217
H 3.2890 -0.8556 -0.0064 0.20 0.12 -0.02 0.071
H 6.2908 -4.0463 -0.0869 -0.39 -0.15 0.02 0.391
H 5.6775 -6.0882 -1.3653 -0.46 0.16 0.22 0.332
H 1.8171 -4.7759 -1.7922 0.29 0.58 0.29 0.437
H 2.3600 -2.5736 -0.7186 -0.65 0.19 0.21 0.167
```
Positions in Å, forces in eV/Å.

- Relative energy (zero: lowest compared OMol25 entry of this formula, charge and spin): 12.5 kcal per mole
- Net charge: -1
- LUMO energy: 2.54 eV
- Gap between HOMO and LUMO: 6.911 eV

***

Record 3
DFT (ωB97M-V/def2-TZVPD) results for a gas-phase ion, C25H34ClN4O (charge +1).

The geometry in XYZ format:
```
65
Properties=species:S:1:pos:R:3:forces:R:3:mulliken_charge:R:1
C 0.5898 -1.7447 1.4748 0.01 0.10 -0.09 -1.291
C 0.5887 -3.2390 1.5457 -0.09 -0.06 -0.03 0.600
C 1.7718 -3.9030 1.8637 -0.19 -0.07 -0.03 -0.876
C 1.8426 -5.2764 1.9759 -0.13 -0.17 -0.01 -0.741
C 0.6961 -6.0302 1.7749 -0.05 0.34 -0.02 -0.099
C -0.4970 -5.4011 1.4537 0.01 -0.04 -0.01 -0.703
C -0.5475 -4.0199 1.3251 0.71 -0.36 0.12 0.828
N -1.8328 -3.3950 0.9999 0.40 0.39 -0.18 0.914
H -1.6862 -2.4553 0.4964 -0.08 -0.39 0.24 0.168
C -2.5920 -3.0632 2.2315 -0.65 0.25 0.54 -0.332
C -4.0695 -2.7661 1.8680 0.05 -0.12 0.16 -0.928
N -4.2518 -2.3148 0.5195 0.27 0.34 -0.10 0.146
C -4.1998 -0.9151 0.2023 -0.14 -0.25 -0.08 -1.411
H -4.5928 -0.3555 1.0548 -0.02 0.06 -0.09 0.432
H -4.8721 -0.7346 -0.6467 0.05 0.16 0.10 0.419
C -2.8263 -0.3456 -0.1794 -0.38 0.02 0.13 1.013
O -1.8148 -1.0531 -0.2098 -0.04 0.12 -0.10 -0.908
N -2.8479 0.9506 -0.4874 -0.26 0.09 -0.01 -0.091
C -1.7886 1.7956 -0.8917 0.41 0.32 -0.10 0.963
C -2.0265 3.1661 -0.8756 -0.04 -0.22 0.03 -0.714
C -1.0317 4.0477 -1.2506 0.13 -0.10 -0.08 -1.214
C 0.2122 3.5806 -1.6568 -0.13 -0.04 0.06 0.488
C 0.4335 2.2088 -1.6845 -0.13 0.20 0.01 -0.748
C -0.5510 1.3175 -1.3053 -0.09 -0.20 -0.01 -0.177
H -0.3614 0.2586 -1.3449 0.01 -0.03 0.00 0.414
H 1.3988 1.8498 -2.0034 0.12 -0.06 -0.02 0.431
C 1.3017 4.5226 -2.0859 0.15 0.06 -0.11 -1.158
N 2.6058 4.0290 -1.6883 -0.11 0.18 -0.06 0.316
C 3.6910 4.6973 -2.3856 0.21 -0.18 -0.22 -0.744
C 5.0161 4.0138 -2.0628 -0.02 0.31 0.07 -0.699
C 5.2700 4.0435 -0.5600 -0.05 -0.28 -0.10 -0.727
C 4.0819 3.4104 0.1551 -0.02 0.31 0.08 -0.741
C 2.7943 4.1197 -0.2504 0.05 -0.32 0.21 -0.666
H 1.9373 3.6473 0.2385 0.04 0.09 0.03 0.386
H 2.8361 5.1744 0.0795 -0.06 -0.02 -0.02 0.307
H 4.2065 3.4717 1.2375 -0.01 -0.05 0.03 0.355
H 4.0078 2.3581 -0.1253 -0.03 -0.08 0.04 0.292
H 6.1891 3.5071 -0.3194 0.04 0.07 0.03 0.336
H 5.3866 5.0779 -0.2287 0.05 0.05 0.04 0.334
H 5.8225 4.5162 -2.5982 0.02 -0.03 -0.05 0.362
H 4.9698 2.9780 -2.4030 0.02 -0.03 -0.08 0.284
H 3.4984 4.6365 -3.4600 -0.02 0.08 0.04 0.404
H 3.7503 5.7653 -2.1079 -0.03 -0.01 -0.04 0.363
H 1.2849 4.5859 -3.1800 0.03 0.09 0.07 0.398
H 1.0976 5.5354 -1.6932 0.00 -0.06 -0.06 0.355
H -1.2268 5.1093 -1.2280 -0.01 0.13 0.02 0.406
H -2.9909 3.5423 -0.5641 -0.11 0.05 0.06 0.349
H -3.7343 1.4316 -0.3936 0.06 -0.22 0.00 0.255
C -3.7932 -3.2621 -0.4787 -0.25 -0.10 -0.13 -1.128
C -2.6870 -4.1756 0.0774 -0.44 -0.17 -0.54 -0.679
H -3.1326 -5.0115 0.6176 0.15 0.04 0.03 0.497
H -2.0716 -4.5639 -0.7344 0.00 -0.01 0.14 0.460
H -4.6325 -3.8923 -0.8016 0.19 -0.05 -0.07 0.411
H -3.4287 -2.7199 -1.3525 0.00 -0.08 0.04 0.367
H -4.6612 -3.6793 1.9896 0.05 0.05 0.14 0.364
H -4.4715 -2.0257 2.5595 0.00 -0.09 0.03 0.421
H -2.5355 -3.9057 2.9236 0.11 0.03 -0.10 0.511
H -2.1179 -2.1993 2.6988 0.09 -0.08 -0.09 0.294
H -1.3708 -6.0131 1.3092 -0.12 -0.08 -0.04 0.475
Cl 0.7333 -7.7452 1.9223 0.01 -0.08 0.00 -0.193
H 2.7737 -5.7598 2.2218 0.09 -0.08 0.02 0.440
H 2.6632 -3.3184 2.0298 0.08 0.08 0.01 0.404
H 0.1834 -1.3795 0.5359 0.06 0.08 0.04 0.226
H 0.0049 -1.3139 2.2871 -0.06 0.12 0.03 0.281
H 1.6046 -1.3706 1.5684 0.05 0.03 0.04 0.497
```
Positions in Å, forces in eV/Å.

- Relative energy (zero: lowest compared OMol25 entry of this formula, charge and spin): 0.0 kcal per mole
- Net charge: +1
- LUMO energy: -2.13 eV
- SMILES: Cc1ccc(Cl)cc1[NH+]1CCN(CC(=O)Nc2ccc(CN3CCCCC3)cc2)CC1
- Gap between HOMO and LUMO: 8.383 eV

***

Record 4
DFT (ωB97M-V/def2-TZVPD) results for a molecular structure, C25H34F6N5O5S3SeTi.

The geometry in XYZ format:
```
80
Properties=species:S:1:pos:R:3:forces:R:3:mulliken_charge:R:1
Ti -0.8705 -0.1050 -2.3757 -0.56 -0.31 0.06 0.332
F -0.0896 3.2202 -0.0862 0.01 -0.03 0.01 -0.190
C 0.8445 2.7363 -0.8911 0.20 0.08 0.03 0.422
F 0.6026 3.1262 -2.1375 -0.04 -0.03 0.03 -0.187
F 2.0332 3.1681 -0.5116 -0.06 -0.05 -0.06 -0.202
S 0.8035 0.8758 -0.7899 -0.08 0.14 0.21 0.978
O 1.1543 0.3924 -2.1703 0.15 0.07 -0.20 -0.397
O 1.6654 0.5037 0.2709 0.00 -0.05 -0.09 -0.306
N -0.7213 0.5201 -0.7289 -0.09 0.17 -0.01 0.024
S -3.7233 -0.7691 -1.5057 -0.21 -0.21 0.02 0.751
O -4.9201 -0.6047 -2.3384 0.13 0.16 0.14 -0.720
O -2.5051 -1.1285 -2.4808 0.36 0.09 0.19 -0.627
C -3.9188 -2.5381 -0.8783 -0.02 -0.13 -0.15 0.649
F -2.7301 -3.1237 -0.6785 -0.02 0.03 -0.06 -0.196
F -4.5829 -3.2487 -1.7794 -0.02 -0.01 0.04 -0.210
F -4.5883 -2.5158 0.2626 -0.01 0.04 -0.04 -0.193
C 4.6168 -3.6096 0.9249 -0.01 0.01 0.00 -1.296
C 3.4628 -3.4974 1.9125 0.02 0.02 0.01 -0.531
C 2.9234 -2.0757 2.0151 0.04 -0.06 -0.02 0.689
C 1.8541 -1.9626 3.0915 -0.06 0.06 -0.06 -1.828
N 1.1010 -0.7195 3.0045 0.06 -0.04 0.12 0.615
C -0.1530 -0.5977 2.5134 -0.08 -0.06 -0.22 -0.727
Se -1.1482 -1.9255 1.7136 0.01 -0.03 0.05 -0.104
N -0.5194 0.7011 2.6379 -0.01 0.09 0.02 1.313
C -1.8486 1.2321 2.3423 0.04 -0.05 -0.02 -0.726
C -2.9160 0.8548 3.3613 0.01 0.01 0.03 -0.602
C -2.7490 1.4440 4.7628 0.03 -0.03 0.02 -0.551
C -1.7337 0.7154 5.6425 -0.01 0.00 -0.01 -0.894
C 0.5348 1.4287 3.1776 -0.01 0.08 0.04 0.410
C 0.6687 2.7730 3.5006 -0.05 -0.08 -0.04 -0.918
C 1.8751 3.1713 4.0495 0.10 -0.01 0.03 -0.941
C 2.9101 2.2582 4.2819 -0.02 0.10 0.00 -0.867
C 2.7723 0.9180 3.9691 -0.07 -0.08 -0.05 -0.937
C 1.5653 0.5234 3.4074 0.05 -0.01 0.12 1.296
H 4.9606 -4.6390 0.8258 0.00 0.00 0.00 0.401
H 5.4661 -3.0034 1.2451 -0.01 0.00 -0.01 0.345
H 4.3195 -3.2580 -0.0668 0.00 -0.01 0.00 0.248
H 3.7900 -3.8372 2.8998 0.01 0.00 0.00 0.381
H 2.6491 -4.1663 1.6153 -0.01 0.00 0.02 0.316
H 2.4845 -1.7695 1.0614 0.02 -0.03 0.00 -0.323
H 3.7459 -1.3822 2.2147 -0.03 0.03 -0.01 0.407
H 2.2795 -2.0224 4.0953 0.05 -0.01 -0.01 0.346
H 1.1318 -2.7704 2.9824 -0.03 0.02 0.03 0.456
H -2.1311 0.8642 1.3559 0.02 0.00 0.01 -0.263
H -1.7386 2.3157 2.2861 -0.03 0.02 -0.04 0.524
H -2.9719 -0.2348 3.4221 -0.02 0.00 -0.03 0.243
H -3.8652 1.1907 2.9347 -0.01 0.01 0.02 0.470
H -3.7202 1.3992 5.2602 0.00 0.02 0.00 0.404
H -2.4962 2.5076 4.6930 0.01 0.00 0.00 0.237
H -1.9607 -0.3523 5.6812 0.00 0.00 0.00 0.300
H -1.7634 1.0990 6.6627 0.00 0.00 0.00 0.403
H -0.7093 0.8273 5.2866 -0.02 0.00 0.01 0.056
H -0.1328 3.4827 3.3460 0.00 -0.01 0.00 0.428
H 2.0158 4.2108 4.3129 0.01 -0.01 0.01 0.464
H 3.8359 2.6057 4.7197 -0.01 0.02 0.00 0.435
H 3.5705 0.2124 4.1569 -0.01 0.00 -0.01 0.454
N -4.1636 0.8411 -4.6319 -0.01 -0.01 -0.08 -0.263
C -2.8673 1.0662 -4.6196 0.06 0.01 0.06 0.614
S -2.1410 1.7852 -3.2047 0.08 -0.01 0.00 -0.398
N -2.1370 0.8111 -5.7041 0.01 -0.02 -0.04 -0.106
C -0.7232 1.0319 -5.7830 -0.07 0.05 0.04 -0.247
C -0.2387 2.0983 -6.5139 0.09 0.06 -0.02 -0.413
C 1.1331 2.3195 -6.5609 -0.06 -0.03 0.02 -0.564
C 2.0001 1.4847 -5.8718 -0.01 0.01 0.00 -0.620
C 1.5030 0.4118 -5.1460 0.09 -0.07 0.04 -0.760
C 0.1379 0.1786 -5.1050 0.00 -0.02 -0.13 0.033
H -4.6595 0.7569 -3.7472 0.01 0.01 0.03 0.288
H -4.6041 0.4055 -5.4293 0.00 0.00 0.00 0.208
H -2.6065 0.4922 -6.5412 0.00 -0.04 0.01 0.257
H -0.9248 2.7593 -7.0270 0.00 0.00 0.00 0.474
H 1.5206 3.1537 -7.1297 0.00 0.00 0.00 0.413
H 3.0659 1.6635 -5.9053 0.00 0.00 0.00 0.442
H 2.1791 -0.2443 -4.6158 0.00 -0.01 0.00 0.415
H -0.2557 -0.7283 -4.6448 -0.01 -0.13 -0.07 0.984
C 0.9254 -2.6442 -1.5566 0.01 0.03 -0.04 -0.615
O -0.1704 -2.1235 -2.3760 0.16 0.28 0.05 -0.219
H 1.1381 -3.6596 -1.8793 -0.02 -0.02 0.02 0.441
H 0.6333 -2.6026 -0.5059 0.00 -0.02 -0.01 0.092
H 1.7834 -2.0074 -1.7438 0.01 0.00 -0.02 0.220
H -0.9581 -2.6709 -2.2377 -0.05 0.00 0.02 0.261
```
Positions in Å, forces in eV/Å.

- Relative energy (zero: lowest compared OMol25 entry of this formula, charge and spin): 0.0 kcal per mole
- Net charge: +1
- LUMO energy: -4.00 eV
- Gap between HOMO and LUMO: 5.519 eV